{
  "formula": "C19H27FN4O4S",
  "method": "the ωB97M-V functional and the def2-TZVPD basis",
  "relative_energy_kj_mol": 53.78,
  "homo_ev": -8.8,
  "species": ["C", "N", "C", "O", "C", "C", "C", "S", "N", "O", "O", "N", "C", "C", "C", "C", "C", "C", "N", "C", "O", "C", "F", "C", "C", "C", "C", "C", "C", "H", "H", "H", "H", "H", "H", "H", "H", "H", "H", "H", "H", "H", "H", "H", "H", "H", "H", "H", "H", "H", "H", "H", "H", "H", "H", "H"],
  "xyz": [[2.9716, -1.1209, 1.0133], [1.9173, -1.5649, 0.1188], [1.7023, -2.9144, -0.0367], [2.6110, -3.6963, -0.2856], [0.3113, -3.3925, -0.0258], [-0.8387, -2.7691, 0.5077], [-1.8844, -3.6354, 0.3392], [-3.5659, -3.4080, 0.7992], [-3.7015, -4.3992, 2.1510], [-3.6992, -2.0404, 1.2325], [-4.4092, -3.9901, -0.2125], [-1.4284, -4.7824, -0.2730], [-2.1878, -5.9739, -0.6080], [-0.0989, -4.6332, -0.4791], [1.0888, -0.5465, -0.5140], [0.4866, 0.4299, 0.5089], [-0.8484, 1.0723, 0.1163], [-0.9590, 1.5859, -1.3245], [0.2971, 2.0635, -1.8902], [0.9187, 3.1987, -1.4802], [2.1164, 3.3769, -1.6558], [0.0969, 4.2234, -0.7945], [-1.0904, 4.5184, -1.3819], [0.4778, 4.8536, 0.3029], [-0.1077, 5.9982, 1.1013], [1.3581, 6.3321, 1.4753], [1.7458, 4.8730, 1.1290], [1.0878, 1.0368, -2.5526], [1.8997, 0.1582, -1.6095], [2.5565, -0.5515, 1.8481], [3.5113, -1.9721, 1.4172], [3.6960, -0.4896, 0.4931], [-0.9041, -1.8023, 0.9786], [-3.6460, -3.8059, 2.9712], [-4.6025, -4.8648, 2.1020], [-1.4979, -6.7654, -0.8869], [-2.7707, -6.2943, 0.2522], [-2.8523, -5.7674, -1.4439], [0.4823, -5.4208, -0.9305], [0.2682, -1.0653, -1.0175], [0.3585, -0.0714, 1.4707], [1.2168, 1.2249, 0.7011], [-1.6709, 0.3728, 0.2955], [-1.0270, 1.9079, 0.7964], [-1.4007, 0.8608, -2.0062], [-1.6876, 2.3986, -1.3245], [-0.6660, 6.7630, 0.5609], [-0.6994, 5.6792, 1.9583], [1.8070, 7.0505, 0.7948], [1.5433, 6.6624, 2.4997], [1.7160, 4.2116, 1.9945], [2.6905, 4.7234, 0.6097], [0.4285, 0.4609, -3.2033], [1.7883, 1.5307, -3.2287], [2.6864, 0.7695, -1.1614], [2.4074, -0.5993, -2.2125]],
  "forces_ev_per_a": [[0.37, 0.14, -0.40], [-0.07, 0.11, 0.87], [0.36, -0.31, -1.45], [-0.08, 0.09, 0.88], [-0.46, -0.20, 0.06], [-0.13, 0.23, 0.13], [-0.67, -0.04, 0.00], [0.48, -0.06, 0.32], [-0.19, 0.37, -0.62], [0.06, -0.50, -0.33], [0.21, 0.25, 0.38], [0.48, 0.10, 0.13], [-0.14, 0.05, -0.12], [0.06, -0.06, -0.09], [-0.41, -0.05, -0.06], [0.18, 0.36, -0.08], [-0.05, -0.25, 0.10], [-0.53, 0.73, 0.21], [-0.40, -0.49, -0.09], [0.48, -0.43, -0.34], [-0.04, 0.11, 0.07], [0.10, 0.33, 0.44], [-0.11, 0.09, 0.02], [-0.47, -0.42, 0.29], [0.10, 0.51, -0.56], [-0.01, 0.00, 0.92], [0.49, 0.28, -0.60], [0.58, 0.34, -0.34], [0.08, -0.04, 0.00], [-0.03, 0.02, -0.01], [-0.07, -0.13, -0.11], [0.04, 0.02, 0.06], [-0.06, -0.05, -0.03], [0.02, -0.11, 0.12], [0.02, -0.03, 0.07], [0.08, 0.05, 0.04], [-0.03, -0.02, -0.01], [-0.08, -0.04, 0.05], [0.03, 0.04, -0.01], [0.02, -0.10, 0.06], [-0.04, -0.09, -0.03], [0.00, 0.00, -0.05], [0.02, -0.05, -0.07], [0.04, 0.02, 0.01], [0.34, -0.27, 0.02], [0.11, -0.01, -0.03], [-0.04, -0.11, -0.05], [0.07, -0.17, 0.04], [-0.03, -0.06, -0.14], [-0.02, -0.02, -0.07], [-0.21, 0.00, 0.05], [-0.10, -0.08, -0.07], [-0.18, -0.15, 0.24], [-0.01, 0.09, 0.12], [-0.07, 0.06, 0.05], [-0.06, -0.06, 0.03]]
}